No. 1
{"formula": "C7H12N2OPS", "method": "the ωB97M-V functional and the def2-TZVPD basis", "elements": ["N", "C", "C", "S", "P", "O", "H", "H", "H", "H", "H", "H", "H", "N", "C", "C", "C", "C", "C", "H", "H", "H", "H", "H"], "xyz": [[2.296, -1.175, 0.194], [2.247, -1.628, -0.950], [1.815, -3.046, -1.145], [0.317, -3.392, -0.185], [-1.129, -1.975, -0.986], [-1.441, -2.442, -2.313], [2.630, -0.216, 0.195], [2.526, -1.026, -1.802], [2.571, -3.665, -0.699], [1.659, -3.304, -2.171], [0.591, -3.042, 1.090], [-2.235, -1.958, -0.119], [-0.535, -0.704, -0.998], [-1.704, 1.110, 1.288], [-2.404, 2.243, 1.293], [-1.864, 3.478, 0.964], [-0.527, 3.542, 0.608], [0.217, 2.372, 0.597], [-0.422, 1.195, 0.946], [-3.445, 2.149, 1.578], [-2.479, 4.366, 0.984], [-0.071, 4.487, 0.345], [1.264, 2.377, 0.326], [0.122, 0.252, 0.961]], "e_homo_ev": -12.671, "gap_ev": 8.6, "charge": 1}

No. 2
{"formula": "ClH10O5", "method": "the ωB97M-V functional and the def2-TZVPD basis", "elements": ["Cl", "O", "H", "H", "O", "H", "H", "O", "H", "H", "O", "H", "H", "O", "H", "H"], "xyz": [[1.263, -15.248, -14.539], [-0.941, -17.530, -14.816], [-0.536, -18.399, -14.743], [-0.180, -16.907, -14.873], [-0.956, -13.052, -15.442], [-0.603, -12.568, -16.194], [-0.236, -13.671, -15.190], [3.137, -15.636, -17.654], [2.950, -15.162, -16.829], [2.455, -15.333, -18.261], [1.445, -15.864, -11.235], [0.930, -15.613, -12.027], [1.996, -16.591, -11.544], [2.337, -13.132, -12.189], [2.034, -13.447, -13.060], [2.429, -13.938, -11.666]], "e_homo_ev": -5.980, "gap_ev": 9.6, "charge": -1, "de_lowest_kj_mol": 9.7}

No. 3
{"formula": "C7H6BrIN3", "method": "the ωB97M-V functional and the def2-TZVPD basis", "elements": ["C", "C", "C", "C", "C", "C", "C", "N", "N", "N", "Br", "I", "H", "H", "H", "H", "H", "H"], "xyz": [[-0.250, -2.347, 1.690], [-0.820, -2.006, 0.470], [0.369, -1.353, 2.453], [-0.462, -0.824, -0.009], [0.252, 0.123, 0.728], [0.260, 1.447, -1.175], [-1.110, 0.991, -1.523], [0.716, -0.214, 1.896], [0.770, 1.177, 0.021], [1.049, 1.916, -2.147], [-1.633, 0.666, -3.267], [-2.641, 1.725, -0.136], [-0.360, -3.383, 2.113], [-1.318, -2.727, -0.057], [0.619, -1.372, 3.452], [1.769, 1.413, 0.200], [0.699, 2.585, -2.749], [2.091, 2.184, -1.960]], "e_homo_ev": [-12.533, -12.519], "gap_ev": [7.0, 7.4], "charge": 1, "de_lowest_kj_mol": 70.2}

No. 4
{"formula": "C54H51MnN3O3P2S2", "method": "the ωB97M-V functional and the def2-TZVPD basis", "elements": ["Mn", "C", "N", "C", "C", "C", "C", "C", "C", "C", "N", "C", "C", "C", "C", "C", "C", "N", "C", "C", "H", "H", "H", "H", "H", "H", "H", "H", "H", "H", "H", "H", "H", "H", "H", "H", "H", "H", "H", "H", "S", "C", "C", "C", "C", "C", "C", "S", "H", "H", "H", "H", "C", "P", "C", "C", "C", "C", "C", "C", "C", "C", "C", "C", "C", "C", "P", "C", "C", "C", "C", "C", "C", "C", "C", "C", "C", "C", "C", "H", "H", "H", "H", "H", "H", "H", "H", "H", "H", "H", "H", "H", "H", "H", "H", "H", "H", "H", "H", "H", "H", "O", "C", "C", "C", "C", "C", "C", "C", "O", "O", "H", "H", "H", "H", "H"], "xyz": [[0.855, 0.275, 0.172], [1.557, 0.927, -2.704], [0.464, 0.176, -2.050], [0.363, -1.184, -2.589], [-0.790, 0.883, -2.276], [-1.219, 1.159, -3.563], [-2.348, 1.932, -3.791], [-3.018, 2.455, -2.688], [-2.608, 2.159, -1.405], [-1.514, 1.307, -1.156], [-1.050, 0.912, 0.075], [-1.859, 0.796, 1.152], [-3.278, 0.796, 1.161], [-4.003, 0.690, 2.332], [-3.375, 0.564, 3.566], [-1.988, 0.480, 3.570], [-1.250, 0.550, 2.403], [0.189, 0.330, 2.435], [0.844, 1.365, 3.231], [0.459, -0.980, 3.047], [1.466, 0.860, -3.798], [2.521, 0.511, -2.408], [1.518, 1.970, -2.390], [0.335, -1.172, -3.688], [-0.542, -1.645, -2.204], [1.205, -1.789, -2.270], [-0.640, 0.795, -4.403], [-2.668, 2.159, -4.800], [-3.846, 3.140, -2.830], [-3.091, 2.639, -0.566], [-3.807, 0.867, 0.223], [-5.087, 0.705, 2.274], [-3.940, 0.514, 4.488], [-1.464, 0.333, 4.508], [0.526, 1.306, 4.283], [0.593, 2.338, 2.829], [1.922, 1.239, 3.183], [0.211, -0.972, 4.118], [1.507, -1.230, 2.934], [-0.137, -1.739, 2.552], [0.297, 4.305, -1.878], [0.669, 4.745, -0.236], [0.308, 6.021, 0.249], [0.646, 6.492, 1.502], [1.393, 5.696, 2.364], [1.740, 4.423, 1.933], [1.367, 3.918, 0.685], [1.977, 2.295, 0.266], [-0.247, 6.654, -0.435], [0.340, 7.490, 1.801], [1.697, 6.050, 3.342], [2.333, 3.788, 2.579], [4.563, 0.577, -0.355], [3.286, -0.644, 0.242], [3.893, -2.168, -0.625], [3.600, -2.256, -1.982], [4.046, -3.320, -2.755], [4.809, -4.322, -2.183], [5.120, -4.244, -0.831], [4.665, -3.184, -0.065], [3.876, -0.846, 1.981], [3.809, -2.039, 2.701], [4.213, -2.089, 4.029], [4.661, -0.946, 4.673], [4.683, 0.257, 3.983], [4.294, 0.308, 2.653], [5.343, 0.430, -2.003], [6.762, -0.718, -1.707], [7.194, -1.133, -0.448], [8.282, -1.984, -0.309], [8.955, -2.440, -1.433], [8.527, -2.050, -2.694], [7.437, -1.203, -2.825], [6.225, 2.049, -1.976], [7.376, 2.304, -1.233], [7.942, 3.569, -1.218], [7.351, 4.603, -1.935], [6.199, 4.366, -2.666], [5.644, 3.093, -2.691], [5.341, 0.703, 0.397], [4.018, 1.533, -0.392], [3.033, -1.471, -2.458], [3.798, -3.350, -3.809], [5.162, -5.152, -2.781], [5.728, -5.013, -0.368], [4.946, -3.145, 0.976], [3.372, -2.913, 2.241], [4.149, -3.027, 4.567], [4.964, -0.985, 5.712], [4.979, 1.172, 4.483], [4.250, 1.263, 2.145], [6.666, -0.813, 0.441], [8.593, -2.298, 0.680], [9.800, -3.110, -1.327], [9.034, -2.416, -3.580], [7.093, -0.916, -3.813], [7.837, 1.507, -0.660], [8.836, 3.751, -0.633], [7.783, 5.596, -1.908], [5.715, 5.171, -3.205], [4.728, 2.915, -3.242], [-2.284, -2.580, -0.417], [-1.711, -3.811, -0.407], [-2.472, -4.931, -0.761], [-1.917, -6.200, -0.752], [-0.592, -6.379, -0.382], [0.151, -5.263, -0.023], [-0.372, -3.974, -0.033], [0.579, -2.821, 0.380], [1.680, -3.143, 0.852], [0.117, -1.670, 0.188], [-3.213, -2.665, -0.658], [-3.510, -4.787, -1.043], [-2.529, -7.051, -1.032], [-0.145, -7.365, -0.370], [1.188, -5.353, 0.276]], "e_homo_ev": [-0.544, -0.547], "multiplicity": 2, "gap_ev": [4.4, 4.4], "charge": -2}

No. 5
{"formula": "C7H10", "method": "the ωB97M-V functional and the def2-TZVPD basis", "elements": ["C", "C", "C", "C", "C", "C", "C", "H", "H", "H", "H", "H", "H", "H", "H", "H", "H"], "xyz": [[1.394, 0.590, 1.978], [0.646, 0.247, 0.956], [1.151, -0.101, -0.539], [-0.099, -0.732, -1.041], [-1.342, -0.475, -1.877], [-1.104, 0.211, -0.535], [-0.840, 0.053, 0.954], [1.076, 0.895, 3.024], [2.391, 0.871, 1.822], [2.138, -0.685, -0.401], [1.380, 0.800, -1.132], [-0.072, -1.827, -0.745], [-1.387, 0.290, -2.613], [-1.953, -1.348, -2.039], [-0.779, 1.324, -0.744], [-1.205, -0.940, 1.368], [-1.398, 0.827, 1.566]], "smiles": "C=C1C[C@@H]2C[C@H]2C1", "e_homo_ev": -8.733, "gap_ev": 9.8, "charge": 0, "de_lowest_kj_mol": 411.9}

No. 6
{"formula": "C2H2BrFO", "method": "the ωB97M-V functional and the def2-TZVPD basis", "elements": ["C", "C", "F", "O", "Br", "H", "H"], "xyz": [[-1.088, 0.104, -0.458], [0.298, -0.207, -0.161], [1.175, -0.289, -1.171], [0.723, -0.501, 1.021], [2.063, 0.583, 1.887], [-1.403, 0.120, -1.480], [-1.768, 0.190, 0.362]], "smiles": "C=C(F)OBr", "e_homo_ev": [-9.316, -9.315], "gap_ev": [7.5, 7.5], "charge": 0, "de_lowest_kj_mol": 160.9}

For the records above, the corresponding M values read 203.227; 125.528; 338.954; 971.040; 94.157; 140.939 Da.
For the records above, the corresponding electronic energy values read -32596.6606; -22925.9487; -89959.1583; -139009.3946; -7416.7655; -76911.0453 eV.